Formula: C3H5NO
Source: the Open Molecules 2025 dataset
Level of theory: ωB97M-V/def2-TZVPD

Output
- Strongest force on any atom: 2.311 eV/A
- ΔE to the lowest compared entry with this formula, charge and spin: 112.19 kJ/mol
- HOMO energy: -9.534 eV
- SMILES string: C1=NCCO1

The geometry in ORCA input format:
```
! wB97M-V def2-TZVPD RIJCOSX def2/J DEFGRID3
* xyz 0 1
O -0.61653 1.23402 -0.42957
N -0.54577 -0.42289 1.09828
C 0.70749 0.36335 -0.62737
C 0.32291 -0.94297 0.03010
C -1.09108 0.64143 0.67278
H 1.56659 0.79514 -0.07922
H -0.26341 -1.59705 -0.63847
H -1.96434 1.03196 1.19378
H 1.11485 -1.56560 0.47620
H 0.76929 0.46261 -1.69651
*
```

Atomic charges from the natural (NBO) analysis, expressed in e, are listed below: number 1, O, carries -0.5061; number 2, N, carries -0.4980; number 3, C, carries -0.0935; number 4, C, carries -0.2964; number 5, C, carries 0.3829; number 6, H, carries 0.1956; number 7, H, carries 0.1972; number 8, H, carries 0.1911; number 9, H, carries 0.2195; number 10, H, carries 0.2077